87
Properties=species:S:1:pos:R:3 method="wB97M-V/def2-TZVPD" lumo_ev="0.03 / -0.09" total_energy_ha=-1835.36288 total_charge=0 max_force_ha_per_bohr=0.1639 spin_multiplicity=2 gap_ev="2.7 / 4.5"
Cl 20.500 23.639 -24.771
C 14.297 20.940 -24.992
C 14.461 22.462 -24.948
C 15.578 22.912 -23.986
N 16.107 24.348 -24.190
C 16.862 24.422 -25.610
C 15.144 25.561 -24.026
C 16.000 26.661 -23.390
C 17.346 26.139 -23.132
C 17.124 24.556 -23.037
H 14.782 20.612 -25.912
H 13.335 20.428 -25.019
H 14.766 20.390 -24.176
H 13.476 22.755 -24.587
H 14.546 23.001 -25.892
H 16.425 22.231 -24.071
H 15.163 22.863 -22.980
H 16.111 24.314 -26.393
H 17.620 23.642 -25.550
H 17.259 25.435 -25.681
H 14.769 25.775 -25.028
H 14.224 25.284 -23.510
H 16.130 27.530 -24.035
H 15.671 26.950 -22.392
H 18.006 26.416 -23.954
H 17.853 26.572 -22.269
H 18.060 24.036 -23.241
H 16.679 24.259 -22.087
C 20.731 21.174 -31.453
C 20.612 21.317 -29.884
C 20.496 19.960 -29.134
N 20.633 19.905 -27.576
C 19.745 21.052 -27.061
C 22.066 19.951 -27.050
C 22.023 19.276 -25.660
C 20.822 18.397 -25.704
C 20.194 18.528 -27.127
H 21.035 22.055 -32.019
H 19.721 21.159 -31.861
H 21.296 20.247 -31.547
H 19.916 22.130 -29.681
H 21.428 21.788 -29.336
H 21.294 19.269 -29.406
H 19.581 19.463 -29.455
H 19.488 20.980 -26.004
H 18.810 20.884 -27.596
H 20.114 22.073 -27.163
H 22.309 21.008 -27.162
H 22.672 19.408 -27.776
H 22.074 20.060 -24.904
H 22.985 18.831 -25.406
H 20.044 18.864 -25.101
H 21.059 17.386 -25.372
H 19.106 18.558 -27.171
H 20.587 17.896 -27.924
C 20.297 25.266 -32.953
C 19.798 25.767 -31.614
C 20.572 25.214 -30.473
N 20.123 25.704 -29.021
C 18.765 25.135 -28.642
C 20.005 27.219 -28.929
C 21.425 27.771 -28.710
C 22.090 26.697 -27.938
C 21.160 25.439 -27.969
H 19.702 25.684 -33.765
H 20.109 24.198 -33.064
H 21.297 25.558 -33.275
H 18.752 25.467 -31.674
H 19.849 26.855 -31.649
H 21.632 25.458 -30.547
H 20.398 24.151 -30.306
H 18.893 24.056 -28.733
H 18.107 25.443 -29.455
H 18.416 25.442 -27.656
H 19.399 27.598 -28.106
H 19.529 27.710 -29.778
H 21.367 28.724 -28.185
H 21.979 28.094 -29.592
H 22.278 27.103 -26.944
H 23.076 26.303 -28.187
H 20.607 25.096 -27.095
H 21.520 24.492 -28.373
O 23.674 23.448 -24.385
C 24.624 23.453 -25.337
O 24.396 23.759 -26.466
O 25.813 23.153 -25.182
H 23.005 23.998 -24.799